No. 1
Computed, not measured: a 2-piece molecular cluster, HO3P2S2 overall, with the ωB97M-V functional and the def2-TZVPD basis.

Geometry as XYZ:
```
8
Properties=species:S:1:pos:R:3:mulliken_charge:R:1
O 0.53 -0.75 -0.30 -0.76
O -4.19 -0.69 1.79 -0.57
O -2.05 2.30 -0.49 -0.46
P -2.13 1.36 0.65 0.28
P -3.88 -0.15 0.45 0.60
S -5.01 -0.33 -1.11 -0.38
S -1.82 -0.68 -0.16 0.04
H 0.55 0.18 -0.13 0.25
```

Its energy relative to the best compared isomer or geometry (same formula, charge and spin) is 102.90 kcal/mol. Its net charge is -1. The gap between HOMO and LUMO comes out at 6.23 eV. The HOMO energy comes out at -5.22 eV. The value obtained for the LUMO energy is 1.010 eV.

---

No. 2
Computed, not measured: a 2-piece molecular cluster, C3H3NOS2 overall, with the ωB97M-V functional and the def2-TZVPD basis.

Geometry as XYZ:
```
10
Properties=species:S:1:pos:R:3:mulliken_charge:R:1
C -1.06 -0.46 1.47 -0.03
C 1.95 -1.19 -1.33 0.65
C -0.90 1.37 -0.07 -0.55
N -0.32 0.50 0.82 -0.01
O 2.14 -0.10 -1.03 -0.33
S -1.57 -1.91 1.14 -0.22
S 1.59 -2.60 -1.79 -0.32
H -0.49 2.35 0.13 0.24
H -1.86 1.16 -0.56 0.31
H 0.52 0.89 1.21 0.26
```

Its energy relative to the best compared isomer or geometry (same formula, charge and spin) is 84.49 kcal/mol. Its net charge is 0. The gap between HOMO and LUMO (spin up / spin down) comes out at 7.42 / 7.34 eV. The HOMO energy (spin up / spin down) comes out at -7.41 / -7.39 eV. The value obtained for the LUMO energy (spin up / spin down) is 0.017 / -0.055 eV.

---

No. 3
Computed, not measured: C29H30AsClN3O3Ru as an isolated structure, with the ωB97M-V functional and the def2-TZVPD basis.

Geometry as XYZ:
```
68
Properties=species:S:1:pos:R:3:mulliken_spin:R:1
Ru 0.29 1.59 -0.83 3.86
O 0.00 -3.22 -1.14 0.00
C 1.29 -3.52 -0.91 0.00
C 1.64 -4.85 -0.65 0.00
C 2.95 -5.19 -0.43 0.00
C 3.95 -4.23 -0.48 0.00
C 3.62 -2.91 -0.71 0.00
C 2.29 -2.53 -0.91 0.00
C 1.94 -1.11 -1.08 -0.02
O 0.74 -0.77 -1.36 0.11
N 2.90 -0.23 -0.84 0.07
N 2.56 1.04 -0.97 0.16
C 3.35 1.97 -0.54 0.00
C 3.09 3.36 -0.69 0.03
C 3.89 4.28 0.00 -0.04
C 3.66 5.63 -0.09 0.06
C 2.64 6.11 -0.92 -0.02
C 1.84 5.25 -1.61 0.06
C 2.00 3.84 -1.52 0.02
O 1.23 3.06 -2.17 0.21
H -0.03 -2.25 -1.34 0.00
H 0.85 -5.59 -0.64 0.00
H 3.21 -6.22 -0.23 0.00
H 4.98 -4.51 -0.32 0.00
H 4.38 -2.15 -0.74 0.00
H 4.27 1.69 -0.01 0.00
H 4.69 3.91 0.62 0.00
H 4.27 6.32 0.48 0.00
H 2.48 7.18 -1.01 0.00
H 1.05 5.61 -2.25 0.00
Cl -1.13 3.27 0.18 0.23
C 0.82 1.45 5.66 0.00
C 0.84 1.45 4.17 0.00
C 1.07 2.61 3.44 0.00
C 1.17 2.55 2.07 0.01
N 1.05 1.41 1.39 0.08
C 0.80 0.30 2.08 0.00
C 0.68 0.27 3.45 -0.01
H 1.29 2.35 6.05 0.00
H 1.35 0.57 6.03 0.00
H -0.20 1.41 6.03 0.00
H 1.18 3.56 3.95 0.00
H 1.39 3.44 1.49 0.00
H 0.74 -0.61 1.49 0.00
H 0.48 -0.66 3.95 0.00
C -2.07 -1.05 0.48 0.02
As -1.96 0.18 -1.06 0.09
C -3.61 1.16 -0.69 0.01
C -2.62 -1.06 -2.52 0.03
C -3.73 -1.96 -2.10 0.00
C -5.06 -1.58 -2.31 0.01
C -6.10 -2.42 -1.97 0.00
C -5.85 -3.65 -1.40 0.01
C -4.53 -4.04 -1.18 0.00
C -3.49 -3.21 -1.53 0.01
H -3.06 -1.50 0.52 0.00
H -1.88 -0.49 1.40 0.00
H -1.32 -1.83 0.39 0.00
H -4.43 0.46 -0.52 0.00
H -3.85 1.83 -1.51 0.00
H -3.46 1.77 0.20 0.00
H -1.75 -1.63 -2.85 -0.01
H -2.94 -0.40 -3.33 0.00
H -5.27 -0.62 -2.77 0.00
H -7.12 -2.10 -2.15 0.00
H -6.66 -4.31 -1.13 0.00
H -4.33 -5.01 -0.74 0.00
H -2.47 -3.53 -1.37 0.00
```

The expectation value of S² is 8.771. Its multiplicity is 6. Its net charge is 0. The gap between HOMO and LUMO (spin up / spin down) comes out at 7.48 / 5.59 eV. The HOMO energy (spin up / spin down) comes out at -7.34 / -7.36 eV. The value obtained for the LUMO energy (spin up / spin down) is 0.135 / -1.767 eV.

---

No. 4
Computed, not measured: C46H39Br12N7O14 as an isolated structure, with the ωB97M-V functional and the def2-TZVPD basis.

Geometry as XYZ:
```
118
Properties=species:S:1:pos:R:3:mulliken_charge:R:1
C 0.94 1.11 5.34 -0.45
C -0.05 0.88 4.39 -0.26
C -0.91 -0.31 4.56 -0.38
C -0.65 -1.14 5.65 0.25
C 0.39 -0.91 6.52 -0.67
C 1.16 0.24 6.36 -0.58
N -1.58 -2.30 5.77 1.13
O -2.19 -2.62 4.81 -0.54
O -1.64 -2.85 6.83 -0.64
H 1.64 1.92 5.23 0.48
H -0.11 1.57 3.56 0.46
H -1.76 -0.49 3.91 0.27
H 0.56 -1.53 7.39 0.51
H 1.91 0.40 7.12 0.42
C 3.83 -4.12 3.98 -0.81
C 3.22 -5.26 3.60 -0.33
C 1.88 -5.29 3.22 -0.88
C 1.23 -4.10 3.17 0.07
C 1.79 -2.90 3.56 0.22
C 3.12 -2.96 3.99 -0.51
N -0.14 -4.02 2.45 0.83
O -0.45 -2.93 2.07 -0.28
O -0.78 -5.01 2.32 -0.66
H 4.89 -4.14 4.22 0.43
H 3.75 -6.20 3.67 0.39
H 1.39 -6.21 2.92 0.53
H 1.28 -1.96 3.46 0.57
H 3.52 -2.01 4.31 0.37
C 1.88 -2.41 -0.63 -0.73
C 2.95 -1.83 0.09 0.09
C 3.69 -0.75 -0.46 -0.74
C 3.23 -0.23 -1.66 0.15
C 2.21 -0.75 -2.41 -0.35
C 1.52 -1.88 -1.84 -0.05
N 3.88 0.98 -2.22 0.97
O 4.85 1.44 -1.62 -0.59
O 3.39 1.48 -3.22 -0.54
H 1.30 -3.16 -0.10 0.44
H 3.27 -2.22 1.05 0.45
H 4.44 -0.23 0.13 0.32
H 1.97 -0.23 -3.33 0.20
H 0.74 -2.43 -2.37 0.34
C 4.87 0.70 3.64 -0.47
C 4.28 1.79 3.01 -0.13
C 4.96 2.48 2.04 -0.69
C 6.22 2.06 1.68 0.40
C 6.82 1.01 2.27 -0.75
C 6.13 0.32 3.27 -0.33
N 6.92 2.91 0.53 1.05
O 7.60 2.29 -0.23 -0.59
O 6.70 4.07 0.52 -0.58
H 4.35 0.12 4.39 0.52
H 3.29 2.14 3.27 0.22
H 4.58 3.34 1.52 0.45
H 7.80 0.66 1.99 0.42
H 6.59 -0.54 3.75 0.41
C -0.83 -1.08 -4.46 -1.03
C 0.14 -1.30 -5.39 -0.81
C 0.78 -0.25 -5.98 -0.37
C 0.50 1.05 -5.59 -0.05
C -0.45 1.27 -4.62 -0.26
C -1.13 0.19 -4.04 -0.08
N 1.23 2.19 -6.22 1.08
O 1.23 3.25 -5.62 -0.60
O 1.82 2.00 -7.26 -0.62
H -1.34 -1.91 -4.00 0.74
H 0.34 -2.30 -5.74 0.44
H 1.60 -0.36 -6.68 0.49
H -0.58 2.31 -4.33 0.55
H -1.84 0.35 -3.24 0.47
C -5.92 -2.18 -6.01 -0.59
C -4.78 -1.65 -5.47 -0.62
C -4.72 -1.36 -4.12 0.12
C -5.82 -1.53 -3.36 0.12
C -7.00 -1.98 -3.87 -0.72
C -7.06 -2.32 -5.20 -0.48
N -5.76 -1.18 -1.84 1.03
O -6.78 -0.85 -1.35 -0.54
O -4.66 -1.27 -1.32 -0.54
H -5.98 -2.36 -7.07 0.40
H -3.87 -1.56 -6.06 0.45
H -3.86 -1.00 -3.56 0.51
H -7.81 -2.11 -3.17 0.47
H -8.00 -2.67 -5.61 0.39
C -2.55 1.13 -0.56 -0.47
C -2.08 0.13 0.27 -0.74
C -0.75 0.09 0.67 -0.75
C 0.05 1.09 0.22 0.04
C -0.31 2.13 -0.61 -0.26
C -1.64 2.12 -1.02 -0.54
N 1.46 1.09 0.76 1.34
O 1.72 0.31 1.70 -0.30
O 2.25 1.90 0.30 -0.43
H -3.59 1.10 -0.87 -0.02
H -2.79 -0.63 0.56 0.53
H -0.35 -0.66 1.33 0.69
H 0.48 2.82 -0.88 0.61
H -1.98 2.92 -1.68 0.64
C 3.50 4.99 -1.12 0.75
Br 5.01 6.14 -1.54 -0.05
Br 2.53 4.53 -2.77 -0.04
Br 2.38 5.76 0.30 -0.09
H 3.88 4.02 -0.82 -0.68
C -5.58 -3.18 1.86 -0.07
Br -5.21 -4.98 2.52 -0.04
Br -4.39 -1.82 2.70 0.11
Br -7.53 -2.77 1.89 -0.06
H -5.41 -3.20 0.79 0.06
C -6.08 2.72 -2.35 -0.34
Br -4.49 2.05 -3.32 0.03
Br -6.70 4.42 -3.08 -0.05
Br -5.90 2.74 -0.39 -0.04
H -6.92 2.06 -2.51 0.41
C -3.04 6.21 0.37 -0.38
Br -2.72 7.78 1.55 -0.05
Br -1.54 5.70 -0.75 0.06
Br -4.51 6.52 -0.82 0.00
H -3.32 5.41 1.04 0.36
```

Its energy relative to the best compared isomer or geometry (same formula, charge and spin) is 12.71 kcal/mol. Its net charge is 0. The gap between HOMO and LUMO comes out at 8.93 eV. The HOMO energy comes out at -9.71 eV. The value obtained for the LUMO energy is -0.783 eV.

---

No. 5
Computed, not measured: one molecule with the formula C4H8N2O, with the ωB97M-V functional and the def2-TZVPD basis.

Geometry as XYZ:
```
15
Properties=species:S:1:pos:R:3:mulliken_charge:R:1
C 1.72 0.93 -0.64 -0.86
N 0.87 0.34 0.38 -0.30
C -0.33 -0.25 -0.10 0.33
C -1.04 -1.09 0.89 -0.58
O -0.36 -1.90 1.70 -0.44
C -1.66 0.47 -0.68 -0.08
N -2.01 1.53 -1.06 -0.57
H 1.20 1.70 -1.23 0.33
H 2.60 1.37 -0.17 0.32
H 2.07 0.15 -1.32 0.29
H 0.66 1.01 1.12 0.25
H -0.10 -0.79 -1.02 0.32
H -2.20 -0.63 -0.55 0.27
H -1.96 -0.77 1.35 0.35
H 0.52 -2.06 1.33 0.35
```

Its energy relative to the best compared isomer or geometry (same formula, charge and spin) is 129.42 kcal/mol. Its net charge is 0. The gap between HOMO and LUMO (spin up / spin down) comes out at 8.59 / 7.31 eV. The HOMO energy (spin up / spin down) comes out at -8.29 / -7.77 eV. The value obtained for the LUMO energy (spin up / spin down) is 0.301 / -0.454 eV.

---

No. 6
Computed, not measured: a 2-piece molecular cluster, C4H7NO overall, with the ωB97M-V functional and the def2-TZVPD basis.

Geometry as XYZ:
```
13
Properties=species:S:1:pos:R:3:mulliken_charge:R:1
C -1.79 -0.23 -0.01 -0.34
N -1.78 1.02 0.57 -0.34
C -0.61 0.76 -0.33 -0.21
C 0.57 0.31 0.19 0.24
C 1.98 0.10 0.19 -0.17
O 1.07 -0.31 1.27 -0.43
H -1.57 -1.06 0.70 0.25
H -0.76 -1.49 -1.47 -0.02
H -1.56 1.07 1.58 0.26
H -0.60 1.27 -1.28 0.31
H -0.03 -1.65 -1.52 0.00
H 2.43 -0.72 -0.36 0.22
H 2.65 0.92 0.47 0.23
```

Its energy relative to the best compared isomer or geometry (same formula, charge and spin) is 178.57 kcal/mol. Its net charge is 0. The gap between HOMO and LUMO (spin up / spin down) comes out at 7.64 / 7.88 eV. The HOMO energy (spin up / spin down) comes out at -7.30 / -7.47 eV. The value obtained for the LUMO energy (spin up / spin down) is 0.337 / 0.407 eV.

---

These records have E_tot values of -1705.4697 -1042.3640 -4303.8835 -34100.3883 -341.7974 -286.3471 hartree, in the order they appear.